Entry 1:
{
  "formula": "C21H23N7OS",
  "method": "ωB97M-V/def2-TZVPD",
  "gap_ev": 7.86,
  "lumo_energy_ev": -0.3,
  "charge": 0,
  "spin_multiplicity": 1,
  "e_tot_ev": -45459.2854,
  "species": ["N", "C", "O", "C", "C", "N", "C", "S", "C", "N", "H", "H", "H", "C", "C", "C", "N", "C", "H", "H", "H", "H", "H", "C", "C", "C", "N", "C", "H", "H", "H", "H", "H", "C", "C", "C", "N", "C", "H", "H", "H", "H", "H", "C", "C", "C", "N", "C", "H", "H", "H", "H", "H"],
  "xyz": [[-0.60774, 0.47240, -3.25609], [-0.31587, -0.37444, -2.53657], [-0.13429, -1.27575, -1.60608], [-0.38545, -0.67611, -0.32967], [-0.83193, -1.70059, 0.63912], [-1.16291, -2.53660, 1.34759], [0.85669, 0.13410, 0.14665], [1.66189, -0.63921, 1.60898], [0.47529, 1.52444, 0.48215], [-0.01219, 2.54263, 0.68254], [-1.21204, 0.02848, -0.44181], [1.59046, 0.11990, -0.65519], [2.08695, 0.39927, 2.36760], [3.82898, -5.26148, 4.10461], [2.53536, -5.41350, 4.67124], [1.72297, -4.47825, 4.08806], [2.47607, -3.76721, 3.19489], [3.75895, -4.23824, 3.19388], [4.70720, -5.84053, 4.34183], [2.23639, -6.12742, 5.41994], [0.67880, -4.25831, 4.23002], [2.13847, -3.01319, 2.62594], [4.50706, -3.80580, 2.54996], [8.68212, -2.89745, 3.09276], [9.14737, -3.81561, 2.11375], [8.24357, -4.84325, 2.05597], [7.25346, -4.58166, 2.96324], [7.51063, -3.39730, 3.59746], [9.15322, -1.97620, 3.39193], [10.04231, -3.73116, 1.52043], [8.21976, -5.73328, 1.45096], [6.45958, -5.16904, 3.13816], [6.84100, -3.01579, 4.34945], [-5.08866, 1.05597, -3.02380], [-5.90409, 1.90112, -2.22399], [-5.09930, 2.89075, -1.72468], [-3.82918, 2.67447, -2.19036], [-3.81461, 1.55931, -2.98484], [-5.40173, 0.17959, -3.56591], [-6.95967, 1.79518, -2.03775], [-5.31748, 3.72675, -1.08168], [-3.03112, 3.24556, -1.98103], [-2.90487, 1.22558, -3.45143], [-6.76123, 7.69678, -4.63415], [-7.42166, 7.19509, -3.48126], [-6.77581, 6.04560, -3.10895], [-5.75451, 5.83356, -3.99281], [-5.73598, 6.83537, -4.92373], [-7.00994, 8.58711, -5.18693], [-8.27266, 7.62806, -2.98279], [-6.95339, 5.36262, -2.29658], [-5.11697, 5.05887, -3.96255], [-4.99927, 6.84882, -5.70849]],
  "forces_ev_per_angstrom": [[0.32, 0.09, -0.33], [-0.35, -0.45, 0.45], [0.16, 0.10, -0.46], [-0.51, 0.41, 1.04], [0.39, 0.00, -0.81], [-0.11, -0.03, 0.15], [0.47, 0.70, 0.89], [0.25, -0.37, 0.34], [-0.31, -0.82, -0.58], [0.20, 0.19, 0.14], [-0.06, -0.03, -0.04], [-0.07, 0.17, -0.15], [-0.32, 0.09, -0.65], [0.06, 0.06, -0.09], [-0.05, -0.01, 0.02], [0.00, 0.03, 0.01], [0.01, -0.07, 0.04], [0.04, 0.04, 0.00], [-0.03, -0.03, 0.05], [0.00, 0.00, 0.00], [0.00, -0.01, 0.00], [-0.04, -0.05, -0.03], [0.00, 0.00, 0.01], [-0.04, 0.03, 0.02], [0.00, -0.04, -0.04], [-0.01, -0.01, 0.02], [0.04, 0.04, -0.05], [-0.02, 0.00, 0.03], [0.00, 0.00, 0.00], [0.00, 0.00, 0.00], [0.02, 0.00, 0.00], [-0.02, -0.02, 0.01], [0.01, -0.01, 0.01], [0.04, 0.01, 0.02], [-0.02, 0.04, 0.01], [0.02, 0.06, 0.02], [-0.06, -0.01, -0.05], [0.01, -0.02, 0.01], [0.00, 0.00, -0.01], [0.00, 0.01, 0.00], [0.00, -0.03, 0.03], [0.03, 0.00, 0.01], [0.00, 0.01, -0.03], [0.04, 0.01, -0.04], [-0.01, -0.02, 0.05], [0.01, -0.02, -0.01], [0.02, 0.05, 0.01], [0.00, -0.03, 0.01], [0.00, 0.00, 0.00], [0.00, 0.00, 0.00], [-0.04, -0.01, -0.02], [-0.04, -0.07, 0.02], [-0.01, 0.01, -0.01]],
  "lowdin_charge": [0.21, -0.30, 0.05, -0.29, -0.18, 0.21, -0.53, 0.83, -0.24, 0.19, 0.16, 0.11, -0.09, -0.12, -0.11, -0.13, 0.01, -0.15, 0.08, 0.09, 0.11, 0.06, 0.10, -0.11, -0.11, -0.14, 0.01, -0.15, 0.09, 0.09, 0.10, 0.11, 0.11, -0.11, -0.11, -0.16, 0.00, -0.15, 0.09, 0.09, 0.10, 0.14, 0.07, -0.12, -0.11, -0.15, 0.01, -0.14, 0.09, 0.09, 0.09, 0.13, 0.10]
}


Entry 2:
{
  "formula": "C4H12N2O2",
  "method": "ωB97M-V/def2-TZVPD",
  "gap_ev": [6.09, 4.41],
  "lumo_energy_ev": [3.7, 2.1],
  "charge": -1,
  "spin_multiplicity": 2,
  "s_squared": 0.757,
  "e_tot_ev": -11413.2305,
  "species": ["C", "N", "C", "O", "C", "C", "O", "N", "H", "H", "H", "H", "H", "H", "H", "H", "H", "H", "H", "H"],
  "xyz": [[0.58445, 0.63635, 0.41098], [-3.92109, 0.29437, 0.05065], [-2.64640, -0.42049, 0.07615], [-1.84362, 0.05527, 1.02377], [2.01288, 0.26188, 0.80214], [0.83923, -0.79384, 0.76944], [2.14289, -0.48549, -2.32225], [2.98316, 0.56816, -0.14475], [0.28722, 0.74576, -0.62399], [0.13878, 1.48204, 0.95811], [-3.97045, 1.05264, 0.70715], [-2.90683, -1.52820, 0.20892], [-2.27814, -0.43799, -1.01527], [-4.72082, 0.08149, -0.51422], [2.45488, 0.34304, 1.80015], [0.38871, -1.00785, 1.73198], [1.05174, -1.47939, -0.05452], [2.54716, 0.06870, -1.55475], [3.77189, -0.09176, -0.09266], [2.42092, -0.14724, -3.17399]],
  "forces_ev_per_angstrom": [[0.56, 0.55, 0.48], [-0.44, 0.78, 0.26], [-0.09, -1.27, -0.23], [-0.47, -0.08, -0.49], [0.34, 1.54, -0.69], [-0.11, 1.40, -0.14], [0.11, -0.24, 0.45], [0.20, -1.72, -0.61], [0.93, 0.15, -0.35], [-0.37, -1.51, 0.54], [-0.07, -0.07, -0.03], [0.10, 0.29, 0.13], [0.36, 0.39, 0.58], [0.05, -0.15, -0.09], [-0.63, 0.10, 0.23], [0.46, -0.84, -0.13], [-0.93, -0.05, 0.42], [-0.56, -0.08, -1.23], [0.38, 0.53, 0.78], [0.16, 0.28, 0.12]],
  "lowdin_charge": [-0.17, -0.05, -0.65, -0.32, -0.39, -0.05, -0.14, 0.05, 0.10, 0.10, 0.02, 0.06, 0.07, 0.01, 0.13, 0.10, 0.10, -0.03, 0.05, 0.00]
}


Entry 3:
{
  "formula": "C3H5NOSe",
  "method": "ωB97M-V/def2-TZVPD",
  "gap_ev": 9.37,
  "lumo_energy_ev": 0.7,
  "charge": 0,
  "spin_multiplicity": 1,
  "e_tot_ev": -72074.0288,
  "species": ["C", "N", "C", "Se", "C", "O", "H", "H", "H", "H", "H"],
  "xyz": [[-1.18800, -0.14041, 0.81183], [-0.83018, 1.05559, 0.63343], [0.33228, 1.35714, -0.12573], [1.85169, -0.00359, 0.06708], [0.46923, -1.32986, -0.46496], [-0.56950, -1.29936, 0.49480], [-2.15896, -0.19661, 1.41473], [0.19131, 1.35600, -1.16872], [0.80521, 2.42526, 0.07379], [0.85020, -2.25194, -0.32589], [0.24673, -0.97222, -1.41034]],
  "forces_ev_per_angstrom": [[-1.23, 0.59, 1.28], [0.38, 0.20, -0.71], [2.58, 1.68, 1.18], [-0.69, 0.51, 0.11], [0.35, 3.21, 2.71], [-1.40, 0.19, -0.17], [1.54, -0.92, -0.91], [-0.64, -0.07, -1.31], [-1.13, -2.29, 0.11], [1.36, -3.05, -0.42], [-1.12, -0.06, -1.87]],
  "lowdin_charge": [-0.26, 0.00, -0.48, 0.90, -0.43, -0.11, 0.15, 0.03, 0.10, 0.04, 0.05]
}


Entry 4:
{
  "formula": "C16H21N5O",
  "method": "ωB97M-V/def2-TZVPD",
  "gap_ev": 8.64,
  "lumo_energy_ev": 0.7,
  "charge": 0,
  "spin_multiplicity": 1,
  "e_tot_ev": -26429.8503,
  "species": ["C", "C", "C", "C", "C", "C", "C", "C", "C", "N", "C", "C", "N", "N", "N", "N", "C", "C", "C", "C", "C", "O", "H", "H", "H", "H", "H", "H", "H", "H", "H", "H", "H", "H", "H", "H", "H", "H", "H", "H", "H", "H", "H"],
  "xyz": [[-3.34881, -2.33144, 0.40366], [-2.21260, -2.22741, 1.18296], [-1.52317, -1.03317, 1.26010], [-1.94740, 0.10658, 0.56770], [-3.09849, -0.01137, -0.23505], [-3.77239, -1.21857, -0.30039], [-3.61106, 1.15725, -1.03247], [-2.47474, 2.12156, -1.33709], [-1.79125, 2.47824, -0.02754], [-1.23657, 1.29258, 0.59556], [-0.20413, 1.59667, 1.56182], [1.03855, 2.02062, 0.86039], [1.64080, 3.18328, 0.96761], [2.66176, 3.15876, 0.12172], [2.71586, 2.05870, -0.50094], [1.70514, 1.29744, -0.07462], [1.51945, -0.04129, -0.54544], [2.18418, -1.05770, 0.41489], [2.37276, -2.41105, -0.27832], [3.72936, -2.23787, -0.97363], [4.38515, -1.06389, -0.21795], [3.47488, -0.65379, 0.79090], [-3.89230, -3.26103, 0.34012], [-1.85148, -3.08005, 1.73901], [-0.64178, -1.00705, 1.88177], [-4.65480, -1.28168, -0.92163], [-4.38686, 1.67693, -0.46073], [-4.07131, 0.79930, -1.95548], [-1.75375, 1.64636, -2.00583], [-2.84635, 3.02607, -1.81915], [-2.51082, 2.96802, 0.64664], [-0.97100, 3.17987, -0.20496], [0.00919, 0.73892, 2.19816], [-0.51387, 2.42808, 2.20937], [1.99760, -0.09468, -1.52558], [0.45318, -0.25871, -0.63460], [1.59888, -1.12535, 1.33613], [2.42494, -3.19778, 0.47335], [1.56265, -2.63664, -0.96794], [3.60309, -1.99371, -2.02761], [4.33113, -3.14116, -0.90584], [5.30971, -1.34813, 0.28822], [4.59663, -0.22173, -0.88728]],
  "forces_ev_per_angstrom": [[-0.06, -0.13, -0.01], [-0.08, -0.06, -0.03], [0.16, 0.08, 0.12], [-0.14, -0.40, -0.01], [-0.13, 0.06, -0.05], [0.13, -0.06, 0.12], [0.09, 0.12, -0.09], [-0.15, 0.08, 0.19], [-0.04, 0.11, -0.29], [0.12, 0.28, 0.00], [-0.06, -0.13, 0.11], [0.46, -0.21, -0.43], [-0.91, -0.07, 0.73], [0.69, 0.71, -0.19], [0.46, -0.85, -0.81], [-0.57, 1.07, 0.78], [0.32, -0.68, 0.14], [-0.36, -0.08, -0.17], [-0.01, 0.17, 0.21], [0.04, 0.11, 0.04], [0.36, 0.01, -0.23], [-0.09, 0.06, 0.20], [-0.05, -0.09, -0.01], [0.03, -0.07, 0.05], [0.06, 0.03, 0.03], [-0.08, 0.01, -0.08], [-0.02, 0.03, -0.07], [-0.04, -0.01, 0.05], [0.04, 0.04, -0.03], [0.03, 0.00, -0.02], [0.05, 0.03, -0.02], [-0.08, -0.03, 0.05], [-0.09, 0.10, 0.00], [0.09, -0.13, -0.01], [-0.11, 0.01, 0.01], [0.09, 0.05, -0.07], [0.00, 0.00, -0.08], [-0.06, 0.00, -0.01], [-0.07, -0.08, -0.04], [0.03, -0.03, -0.02], [-0.01, -0.02, -0.06], [-0.04, 0.04, -0.09], [0.00, -0.08, 0.06]],
  "lowdin_charge": [-0.10, -0.09, -0.04, -0.18, -0.16, -0.05, -0.15, -0.16, -0.16, -0.09, -0.08, -0.29, 0.07, -0.04, 0.05, -0.05, -0.06, -0.33, -0.12, -0.14, -0.18, -0.10, 0.10, 0.10, 0.08, 0.11, 0.12, 0.12, 0.12, 0.12, 0.13, 0.12, 0.11, 0.14, 0.14, 0.12, 0.14, 0.12, 0.12, 0.11, 0.11, 0.12, 0.11]
}


Entry 5:
{
  "formula": "C3H3Br3O",
  "method": "ωB97M-V/def2-TZVPD",
  "gap_ev": 9.82,
  "lumo_energy_ev": -0.4,
  "charge": 0,
  "spin_multiplicity": 1,
  "e_tot_ev": -215333.3577,
  "species": ["C", "C", "C", "O", "Br", "Br", "Br", "H", "H", "H"],
  "xyz": [[0.14185, 0.13825, 0.67296], [1.27160, -0.32468, -0.09014], [-1.15981, 0.31946, -0.16694], [0.14189, 0.37546, 1.84784], [-1.34889, -1.02460, -1.53324], [-2.69024, 0.18116, 0.99427], [-1.05380, 2.08850, -1.14977], [1.34015, -0.14230, -1.23204], [1.08346, -1.46305, 0.13239], [2.27379, -0.14820, 0.52467]],
  "forces_ev_per_angstrom": [[-1.12, 1.69, 0.04], [3.40, -2.54, 0.07], [-0.58, 0.49, -0.21], [-0.08, -0.15, -0.14], [-0.03, -0.26, -0.18], [0.06, 0.40, -0.13], [0.02, -0.92, 0.92], [-0.21, -0.24, 2.25], [0.66, 1.54, -1.03], [-2.12, -0.01, -1.59]],
  "lowdin_charge": [-0.72, -0.11, -1.53, 0.06, 0.66, 0.68, 0.59, 0.10, 0.13, 0.14]
}


In the order shown, the computed energy above the lowest of the compared OMol25 structures with the same formula, charge and spin values come out to 0.0 471.1 113.9 120.5 2.7 kJ/mol.